Density functional theory data (wB97M-V/def2-TZVPD) for a 4-piece molecular cluster, C4H7Cl9 overall in a non-equilibrium geometry.

The multiplicity is 2. The HOMO energy (alpha / beta) is -13.9607 / -13.6707 eV. The LUMO energy (alpha / beta) is -3.192 / -10.738 eV. As for the expectation value of S²: 0.75. As for the total charge: +1. Its energy above the lowest of the compared OMol25 structures with the same formula, charge and spin is 0.0 kcal per mole. The gap between HOMO and LUMO (alpha / beta) comes out at 10.77 / 2.93 eV.

Last column: natural (NBO) charge in e.
CARTESIAN COORDINATES (ANGSTROEM)
C: 2.96243 1.53961 1.09422  -0.273
Cl: 3.53680 0.37738 2.30805  0.048
Cl: 1.36262 2.26280 1.48703  -0.020
Cl: 2.82943 0.83149 -0.51198  0.016
H: 3.61193 2.41491 1.10464  0.244
C: -0.12566 1.21941 -2.40225  -0.399
Cl: -0.64579 0.14917 -3.75907  0.062
Cl: -1.57516 1.73279 -1.45448  0.101
H: 0.55603 0.62548 -1.79346  0.268
H: 0.42564 2.02923 -2.88012  0.271
C: 1.20666 -3.46170 -0.08605  -0.375
Cl: 0.34157 -2.27103 -1.13782  -0.001
Cl: 0.19931 -4.88234 0.37597  0.005
H: 2.02209 -3.86495 -0.68653  0.244
H: 1.54262 -2.96229 0.82268  0.239
C: -3.52398 0.98439 1.51398  -0.395
Cl: -3.26478 -0.68409 0.82855  0.300
Cl: -5.13124 0.99734 2.27853  0.165
H: -2.77404 1.30190 2.23847  0.257
H: -3.55649 1.66052 0.65964  0.242


Density functional theory data (wB97M-V/def2-TZVPD) for C33H87MgN6O13 as an isolated structure in a non-equilibrium geometry.

The multiplicity is 1. The HOMO energy is -10.1735 eV. The LUMO energy is -3.406 eV. As for the total charge: +1. Its energy above the lowest of the compared OMol25 structures with the same formula, charge and spin is 50.3 kcal per mole. The gap between HOMO and LUMO comes out at 6.77 eV.

Last column: Löwdin charge in e.
CARTESIAN COORDINATES (ANGSTROEM)
Mg: -0.64957 -2.52302 -4.26163  0.874
C: -0.22053 0.96262 -1.57611  -0.058
C: -0.91589 -0.38832 -1.75375  -0.380
O: -0.64823 -1.09199 -2.93408  -0.343
H: 0.77061 0.78575 -1.15672  0.051
H: -0.84509 1.57563 -0.92240  0.085
H: -0.12486 1.56753 -2.47334  0.033
H: -1.99400 -0.24375 -1.64943  0.091
H: -0.71778 -1.05272 -0.90290  0.073
C: -0.84235 2.40670 -5.75375  -0.663
O: -1.09579 2.68814 -6.91913  0.031
N: -1.10406 1.16910 -5.21003  0.153
N: -0.42887 3.26989 -4.79587  0.174
H: -0.94323 0.98473 -4.23630  0.048
H: -1.37203 0.40419 -5.79391  0.085
H: -0.28812 4.25296 -4.92514  0.119
H: -0.05047 2.83937 -3.97851  0.039
C: 1.91680 3.95885 0.02720  -0.089
C: 1.83234 5.36868 -0.51073  -0.290
O: 1.43875 5.33621 -1.89790  -0.099
H: 1.06902 3.33207 -0.25885  0.057
H: 1.96431 4.05556 1.11535  0.071
H: 2.74660 3.37536 -0.38056  0.065
H: 2.79085 5.88677 -0.41644  0.115
H: 1.09861 6.00461 -0.01432  0.114
H: 2.23325 5.44721 -2.42676  0.071
C: 2.54954 2.38835 -3.72128  -0.084
C: 3.78218 2.33675 -4.60374  -0.323
O: 3.45363 2.90573 -5.86177  -0.068
H: 2.13477 3.39275 -3.70215  0.064
H: 2.78409 2.04170 -2.71472  0.048
H: 1.78335 1.73147 -4.13945  0.049
H: 4.22141 1.33861 -4.73184  0.104
H: 4.55992 2.96081 -4.14017  0.115
H: 4.26293 3.02742 -6.36691  0.088
C: -5.61866 1.96305 -2.26748  -0.079
C: -5.57678 0.94161 -1.11840  -0.296
O: -5.46810 -0.35722 -1.68865  -0.100
H: -4.74220 1.74709 -2.88166  0.065
H: -5.54280 2.98950 -1.89708  0.073
H: -6.49440 1.90148 -2.91085  0.072
H: -6.41964 0.94322 -0.43056  0.113
H: -4.65772 1.14018 -0.55299  0.099
H: -4.57110 -0.62591 -1.86368  0.045
C: 4.51565 0.31922 -0.98055  -0.090
O: 4.35376 -1.05025 -0.64926  -0.183
C: 2.98250 -1.34641 -0.37862  -0.200
C: 2.96825 -2.76510 0.17905  -0.175
N: 1.64244 -3.36135 -0.00595  -0.070
C: 0.55797 -2.85922 0.85933  -0.193
C: 0.83263 -2.96445 2.34830  -0.228
O: -0.20833 -2.40972 3.12032  -0.187
C: 0.08800 -2.48024 4.49275  -0.094
H: 5.56387 0.53782 -1.16152  0.097
H: 4.23110 0.89955 -0.09148  0.071
H: 3.86613 0.67153 -1.78766  0.059
H: 2.50422 -1.34824 -1.36261  0.112
H: 2.55279 -0.64520 0.33789  0.096
H: 3.33929 -2.86361 1.20069  0.118
H: 3.68392 -3.29716 -0.45388  0.124
H: 1.65712 -4.37083 0.08276  0.110
H: -0.35025 -3.41146 0.59309  0.115
H: 0.33499 -1.84701 0.51035  0.084
H: 1.76463 -2.41302 2.50266  0.102
H: 1.02220 -4.01041 2.61853  0.133
H: 0.21570 -3.51611 4.82688  0.094
H: -0.79767 -2.08679 4.99885  0.096
H: 0.92897 -1.85256 4.80169  0.071
C: -6.99032 2.40156 3.52206  -0.094
O: -6.47646 1.39674 4.38605  -0.198
C: -5.26072 1.67368 5.04320  -0.226
C: -4.09722 1.58329 4.06434  -0.216
N: -3.97685 0.21218 3.60481  -0.040
C: -2.93315 0.04771 2.59843  -0.216
C: -3.09471 -1.31765 1.94770  -0.220
O: -4.35279 -1.28693 1.28865  -0.201
C: -4.69358 -2.50270 0.66635  -0.108
H: -7.52945 3.08928 4.18083  0.091
H: -7.74100 1.88933 2.92125  0.088
H: -6.28161 2.89481 2.85784  0.077
H: -5.07338 1.03319 5.90572  0.122
H: -5.33220 2.66905 5.50779  0.121
H: -3.17332 2.01547 4.45078  0.122
H: -4.36996 2.23738 3.22066  0.099
H: -4.82326 -0.13092 3.16809  0.106
H: -1.93442 0.14351 3.02669  0.105
H: -3.02393 0.77233 1.77159  0.115
H: -2.98312 -2.08877 2.71452  0.125
H: -2.32111 -1.42735 1.17478  0.105
H: -4.68620 -3.30013 1.42206  0.093
H: -3.92369 -2.74342 -0.08326  0.065
H: -5.68275 -2.50565 0.21826  0.090
C: 5.74806 1.90690 7.45205  -0.110
O: 4.39593 1.78938 7.08920  -0.179
C: 4.06781 0.59545 6.43250  -0.249
C: 2.61527 0.62180 5.97190  -0.199
N: 2.30743 1.76601 5.11752  -0.046
C: 3.10540 1.88525 3.90067  -0.190
C: 3.15292 0.61180 3.05331  -0.210
O: 1.87975 0.07726 2.81806  -0.209
C: 0.98075 0.77629 1.99855  -0.094
H: 6.39905 1.71780 6.59237  0.086
H: 6.03824 1.23363 8.26692  0.088
H: 5.88683 2.91925 7.82585  0.089
H: 4.17893 -0.25477 7.11862  0.128
H: 4.74218 0.41585 5.58436  0.108
H: 1.99597 0.76180 6.85914  0.128
H: 2.45743 -0.35066 5.48675  0.095
H: 1.32067 1.65746 4.90828  0.100
H: 4.11143 2.18621 4.20175  0.118
H: 2.73147 2.75217 3.35462  0.104
H: 3.85113 -0.12131 3.46686  0.120
H: 3.65311 0.74917 2.07770  0.106
H: 0.71197 1.71684 2.48921  0.094
H: 0.08684 0.19816 1.78291  0.075
H: 1.42416 1.04469 1.02998  0.061
C: -3.67596 -3.39644 -3.33938  -0.040
O: -2.28233 -3.58084 -3.49497  -0.257
C: -1.76273 -4.79959 -2.92411  -0.143
C: -0.34099 -4.52086 -2.50071  -0.158
N: 0.41518 -4.10073 -3.69837  -0.094
C: 1.71804 -3.51221 -3.28865  -0.137
C: 2.29692 -2.58254 -4.38520  -0.134
O: 1.18600 -1.97852 -5.06969  -0.270
C: 1.61801 -0.90990 -5.91358  -0.036
H: -3.96188 -3.03059 -2.34685  0.083
H: -4.15878 -4.36441 -3.50466  0.109
H: -4.13422 -2.66592 -4.00544  0.110
H: -1.81876 -5.56448 -3.70753  0.141
H: -2.37734 -5.17668 -2.10675  0.144
H: 0.27281 -5.29287 -2.02848  0.144
H: -0.32196 -3.70109 -1.77681  0.112
H: 0.65813 -4.93515 -4.22300  0.152
H: 2.44920 -4.31306 -3.17570  0.140
H: 1.66552 -2.89600 -2.39732  0.086
H: 2.84043 -3.15976 -5.14224  0.135
H: 2.98521 -1.79877 -4.06825  0.134
H: 2.36741 -1.23824 -6.63858  0.109
H: 2.15286 -0.17306 -5.30646  0.082
H: 0.81122 -0.38831 -6.41787  0.092